<A>
11
Properties=species:S:1:pos:R:3:nbo_charge:R:1 method="wB97M-V/def2-TZVPD" lumo_energy_ev=1.08 gap_ev=9.83 mol_weight_g_mol=70.09
C -1.40 1.53 0.03 -0.4759
C -0.87 0.30 0.10 -0.0127
C 0.84 -1.33 0.16 0.2894
H -2.49 1.79 -0.10 0.2167
H -0.78 2.41 -0.18 0.1881
H -1.60 -0.50 0.15 0.2031
H 1.19 0.65 -0.05 0.3953
H -0.06 -2.01 0.24 0.1683
H 2.69 -1.04 -0.43 0.3226
N 0.48 0.00 0.30 -0.6147
N 1.99 -1.81 -0.22 -0.6802

<B>
11
Properties=species:S:1:pos:R:3:nbo_charge:R:1 method="wB97M-V/def2-TZVPD" lumo_energy_ev=0.98 gap_ev=10.59 mol_weight_g_mol=70.09 smiles="C=NC.C#N"
C 2.92 0.50 -0.10 0.0646
C -0.59 1.16 -0.20 -0.0489
C -0.64 -1.11 0.24 -0.4509
N 3.23 -0.46 -0.61 -0.3221
N -0.51 0.24 0.62 -0.3920
H -0.56 0.92 -1.27 0.1208
H 2.48 1.38 0.48 0.2551
H -0.48 2.19 -0.04 0.1651
H -0.28 -1.35 -0.71 0.1814
H 0.12 -1.63 0.93 0.2086
H -1.67 -1.55 0.33 0.2182

<C>
11
Properties=species:S:1:pos:R:3:nbo_charge:R:1 method="wB97M-V/def2-TZVPD" lumo_energy_ev=0.72 gap_ev=10.43 mol_weight_g_mol=70.09 smiles=CCNC#N
C 0.60 0.24 -0.39 -0.2012
C -0.58 1.18 -0.24 -0.6280
N 0.57 -0.84 0.63 -0.6648
C -0.39 -1.77 0.68 0.4131
N -1.22 -2.58 0.70 -0.3822
H 1.52 -1.13 0.90 0.4119
H 1.54 0.80 -0.28 0.2055
H 0.61 -0.22 -1.38 0.1867
H -1.43 0.73 0.28 0.2281
H -0.92 1.52 -1.22 0.2178
H -0.29 2.07 0.32 0.2132

<D>
11
Properties=species:S:1:pos:R:3:nbo_charge:R:1 method="wB97M-V/def2-TZVPD" lumo_energy_ev=0.74 gap_ev=10.50 mol_weight_g_mol=70.09
C 1.33 -0.76 -0.09 0.2114
C -0.77 0.56 -0.56 -0.2669
C -1.21 -0.14 0.67 -0.2788
H 0.97 1.18 0.20 0.2907
H 1.87 -1.71 -0.42 0.2180
H -1.27 0.51 -1.70 0.2552
H -0.10 1.51 -0.25 0.1806
H -0.52 0.06 1.64 0.2284
H -1.97 -0.90 0.66 0.2359
N 1.90 0.51 0.21 -0.6089
N -0.23 -0.82 -0.37 -0.4656

Q: Which of them is the least stable? A: <D>.

<A>
12
Properties=species:S:1:pos:R:3:nbo_charge:R:1 method="wB97M-V/def2-TZVPD" lumo_energy_ev=0.06 gap_ev=8.88 mol_weight_g_mol=122.21
C -0.72 0.14 -0.16 -0.1499
C 1.79 -0.61 0.41 -0.1643
C -2.21 -0.25 -0.68 -0.2431
O 0.47 -0.67 -0.25 -0.5750
S 2.93 0.87 0.14 -0.0697
S -3.31 0.40 0.37 0.1870
H -0.85 0.89 -0.93 0.2093
H -0.78 0.57 0.91 0.1487
H 1.67 -0.54 1.57 0.1895
H 2.25 -1.59 0.16 0.2213
H 3.09 0.72 -1.21 0.1325
H -4.34 0.08 -0.32 0.1138

<B>
12
Properties=species:S:1:pos:R:3:nbo_charge:R:1 method="wB97M-V/def2-TZVPD" lumo_energy_ev=0.19 gap_ev=8.31 mol_weight_g_mol=122.21
C -1.05 0.21 0.10 -0.5603
C 0.51 1.56 0.38 -0.5183
C 1.11 -1.53 -0.34 -0.7062
O -3.50 -0.17 0.06 -0.9485
S -2.51 0.94 0.14 1.0638
S -0.75 -1.41 -0.32 0.3527
H 1.01 1.35 -0.58 0.2110
H 0.02 2.57 0.51 0.2260
H 0.98 1.18 1.25 0.2022
H 1.37 -0.90 -1.07 0.1975
H 1.16 -2.59 -0.79 0.2440
H 1.66 -1.21 0.65 0.2360

<C>
12
Properties=species:S:1:pos:R:3:nbo_charge:R:1 method="wB97M-V/def2-TZVPD" lumo_energy_ev=0.81 gap_ev=9.77 mol_weight_g_mol=122.21 smiles=C1OCSCS1
C 0.16 -1.67 0.06 -0.6859
C -1.24 0.72 -0.09 -0.2313
C 1.08 0.99 -0.18 -0.1923
H 0.23 -2.72 -0.29 0.2541
H 0.11 -1.75 1.16 0.2170
H -1.18 0.79 1.00 0.1661
H -2.17 1.20 -0.39 0.2247
H 1.84 1.61 -0.57 0.2157
H 1.09 1.12 0.94 0.1639
O -0.18 1.40 -0.59 -0.5135
S -1.39 -0.96 -0.55 0.2161
S 1.66 -0.72 -0.50 0.1655

Q: Which of them is the least stable? A: <A>.

<A>
20
Properties=species:S:1:pos:R:3:nbo_charge:R:1 method="wB97M-V/def2-TZVPD" charge=-1 lumo_energy_ev=3.63 gap_ev=5.84 mol_weight_g_mol=118.16 smiles=CN[C@@H](C[O-])[C@@H](C)O
C -1.87 1.59 0.90 -0.4272
N -1.38 0.23 0.67 -0.6501
C -0.20 0.16 -0.21 -0.1132
C -0.05 -1.26 -0.71 0.1106
C 0.84 -1.40 -1.96 -0.6430
O 0.49 -2.10 0.37 -0.7450
C 1.13 0.76 0.40 -0.0004
O 1.09 2.05 0.68 -0.9478
H -2.53 1.87 0.09 0.1571
H -2.46 1.61 1.82 0.1620
H -1.05 2.30 1.03 0.2462
H -1.05 -0.15 1.55 0.3455
H -0.40 0.79 -1.08 0.1702
H -1.01 -1.70 -0.95 0.1520
H 1.88 -1.53 -1.65 0.2124
H 0.52 -2.28 -2.52 0.1800
H 0.75 -0.51 -2.56 0.2173
H 0.79 -2.93 -0.03 0.4470
H 1.90 0.41 -0.36 0.0482
H 1.37 0.06 1.23 0.0782

<B>
20
Properties=species:S:1:pos:R:3:nbo_charge:R:1 method="wB97M-V/def2-TZVPD" charge=-1 lumo_energy_ev=3.68 gap_ev=7.12 mol_weight_g_mol=118.16
N 1.20 1.39 -0.70 -0.6341
C 1.72 1.64 0.66 -0.2254
C 2.05 0.26 1.20 -0.4135
C 0.93 -0.62 0.66 -0.4220
C 0.60 0.01 -0.72 -0.0757
C -0.92 0.13 -0.91 -0.0227
O -1.53 -1.08 -1.01 -0.8978
H 1.98 1.43 -1.35 0.3382
H 2.52 2.38 0.65 0.1788
H 0.89 2.08 1.23 0.1747
H 2.99 -0.04 0.71 0.1694
H 2.33 0.22 2.26 0.1938
H 1.27 -1.65 0.65 0.2058
H 0.03 -0.48 1.26 0.2179
H 1.02 -0.57 -1.54 0.1741
H -1.30 0.77 -0.09 0.1082
H -1.05 0.80 -1.79 0.1023
H -2.56 -1.10 -0.16 0.4950
H -3.21 -2.17 0.90 0.4280
O -3.37 -1.27 0.60 -1.0949

Q: Which of them is the least stable? A: <A>.

<A>
20
Properties=species:S:1:pos:R:3:nbo_charge:R:1 method="wB97M-V/def2-TZVPD" charge=-1 lumo_energy_ev=3.39 gap_ev=5.97 mol_weight_g_mol=118.16 smiles=[O-]CNCCCCO
C 0.57 -0.55 0.41 -0.2777
N 0.18 -0.42 1.85 -0.7120
C 1.18 -1.15 2.67 0.1434
O 2.38 -0.97 2.16 -0.9441
C 0.07 0.52 -0.48 -0.4240
C -1.37 0.16 -1.05 -0.4498
C -1.56 0.45 -2.45 -0.0730
O -1.41 1.88 -2.87 -0.7487
H 0.28 -1.61 0.06 0.1586
H 1.72 -0.60 0.45 0.2608
H 0.26 0.51 2.24 0.3340
H 0.90 -2.27 2.68 0.0487
H 1.06 -0.77 3.77 0.0577
H 0.18 1.52 -0.08 0.2055
H 0.97 0.58 -1.29 0.1929
H -1.21 -1.08 -1.02 0.2190
H -2.24 0.43 -0.41 0.2202
H -2.63 0.36 -2.84 0.1730
H -0.96 -0.24 -3.11 0.1603
H -0.73 2.23 -2.36 0.4553

<B>
20
Properties=species:S:1:pos:R:3:nbo_charge:R:1 method="wB97M-V/def2-TZVPD" charge=-1 lumo_energy_ev=3.39 gap_ev=5.54 mol_weight_g_mol=118.16 smiles=C[C@@H](CC[O-])NCO
C 0.75 -1.22 0.35 -0.6450
C -0.54 -0.42 0.19 -0.0499
C -0.38 0.99 0.77 -0.4521
C -0.36 0.99 2.33 -0.0009
O -0.30 2.22 2.89 -0.9640
N -0.95 -0.31 -1.24 -0.6453
C -0.01 0.24 -2.16 0.0799
O 0.82 -0.73 -2.84 -0.7686
H 0.78 -1.70 1.34 0.2176
H 0.93 -2.01 -0.37 0.1879
H 1.61 -0.55 0.29 0.1985
H -1.37 -0.94 0.67 0.1885
H 0.61 1.39 0.54 0.1777
H -1.13 1.69 0.42 0.2046
H 0.54 0.39 2.62 0.0631
H -1.26 0.41 2.69 0.0612
H -1.40 -1.15 -1.57 0.3541
H 0.61 0.94 -1.62 0.1757
H -0.54 0.69 -2.98 0.1561
H 1.60 -0.94 -2.31 0.4610

<C>
20
Properties=species:S:1:pos:R:3:nbo_charge:R:1 method="wB97M-V/def2-TZVPD" charge=-1 lumo_energy_ev=0.01 gap_ev=3.08 mol_weight_g_mol=118.16
C 0.48 0.42 -0.96 -0.2539
N 1.14 -0.80 -0.52 -0.6482
C 2.31 -0.61 0.44 0.1227
O 3.41 -0.09 -0.08 -0.8772
C -0.27 1.12 0.16 -0.3639
C -0.88 0.07 1.00 -0.4237
C -2.00 -0.75 0.32 -0.6037
O -2.34 1.31 -1.79 -0.4099
H -0.31 0.24 -1.68 0.2037
H 1.22 1.13 -1.41 0.1934
H 1.64 -1.09 -1.28 0.3542
H 2.39 -1.65 0.82 0.0741
H 1.89 0.00 1.30 0.0764
H 0.42 1.79 0.69 0.2154
H -1.16 1.63 -0.37 0.2366
H -0.10 -0.67 1.24 0.2603
H -1.18 0.54 1.95 0.1858
H -1.58 -1.28 -0.53 0.2191
H -2.59 0.08 -0.26 0.2399
H -2.52 -1.39 0.95 0.1988

Q: Which of them is the least stable? A: <C>.